# 1
{"formula": "C8H15N2", "method": "ωB97M-V/def2-TZVPD", "lumo_energy_ev": -3.97, "total_charge": 1, "species": ["C", "C", "C", "C", "N", "C", "C", "N", "C", "C", "H", "H", "H", "H", "H", "H", "H", "H", "H", "H", "H", "H", "H", "H", "H"], "coordinates": [[-4.052, -0.393, -0.580], [-2.993, -0.194, -1.360], [-1.605, -0.314, -0.886], [-0.944, 1.010, -0.881], [-1.693, 2.026, -0.254], [0.691, 0.503, -0.609], [1.516, 0.012, 0.221], [2.487, -0.500, 0.845], [2.569, -1.878, 1.355], [3.508, 0.395, 1.261], [-5.063, -0.297, -0.976], [-4.297, -0.968, 0.342], [-3.218, 0.219, -2.367], [-1.027, -1.106, -1.468], [-1.739, -0.500, 0.108], [-0.861, 1.366, -1.957], [-2.445, 1.625, 0.240], [-1.347, 2.948, -0.051], [1.070, 0.410, -1.614], [1.686, -2.143, 1.916], [2.754, -2.418, 0.504], [3.444, -1.826, 2.021], [4.511, 0.036, 0.979], [3.542, 1.447, 0.831], [3.504, 0.539, 2.381]]}

---

# 2
{"formula": "C33H40N4P2RuSe", "method": "ωB97M-V/def2-TZVPD", "s2": 6.049, "lumo_energy_ev": [-6.43, -9.24], "total_charge": 2, "spin_multiplicity": 5, "species": ["Ru", "C", "C", "C", "C", "C", "C", "C", "C", "C", "H", "H", "H", "H", "H", "H", "H", "H", "H", "H", "H", "H", "H", "H", "H", "P", "P", "N", "N", "N", "N", "C", "C", "C", "C", "C", "C", "C", "C", "C", "C", "C", "C", "C", "C", "C", "C", "C", "C", "H", "H", "H", "H", "H", "H", "H", "H", "H", "H", "H", "H", "H", "H", "H", "H", "H", "H", "H", "H", "Se", "C", "C", "C", "C", "C", "C", "H", "H", "H", "H", "H"], "coordinates": [[-0.621, 1.127, -1.832], [-1.780, 1.395, -3.432], [-1.222, 0.075, -3.446], [-0.074, -0.304, -4.329], [1.109, 0.675, -4.163], [1.124, 1.294, -2.802], [0.606, 2.583, -2.427], [-0.213, 3.428, -3.337], [-1.247, 2.587, -4.160], [1.040, 1.782, 2.011], [-2.852, 1.419, -3.273], [-1.898, -0.737, -3.189], [-0.405, -0.387, -5.375], [0.261, -1.315, -4.048], [2.022, 0.077, -4.270], [1.148, 1.425, -4.963], [2.015, 1.042, -2.218], [1.212, 3.119, -1.681], [0.460, 3.997, -4.004], [-0.770, 4.198, -2.771], [-2.117, 3.241, -4.338], [-0.843, 2.349, -5.154], [0.742, 2.836, 2.019], [1.673, 1.590, 1.156], [1.556, 1.518, 2.953], [1.776, -0.859, 0.285], [-1.621, -0.644, -0.474], [3.311, -0.089, -0.453], [2.573, -1.971, 1.307], [-3.283, 0.725, -0.502], [-2.827, -1.802, 0.580], [1.071, -1.891, -1.042], [-0.484, -2.086, -0.904], [3.501, 1.297, -0.579], [4.781, 1.536, -1.065], [5.410, 0.263, -1.248], [4.480, -0.708, -0.884], [3.414, -1.485, 2.329], [4.269, -2.491, 2.719], [3.926, -3.666, 1.973], [2.869, -3.332, 1.146], [-2.916, 2.047, -0.524], [-4.039, 2.868, -0.756], [-5.135, 1.984, -0.874], [-4.639, 0.679, -0.709], [-4.111, -2.248, 0.299], [-4.621, -2.911, 1.426], [-3.601, -2.884, 2.427], [-2.497, -2.235, 1.857], [1.573, -2.877, -1.081], [1.304, -1.407, -2.006], [-0.854, -2.467, -1.875], [-0.698, -2.879, -0.171], [2.692, 1.982, -0.356], [5.202, 2.511, -1.280], [6.414, 0.082, -1.608], [4.544, -1.787, -0.896], [3.298, -0.464, 2.647], [5.059, -2.394, 3.450], [4.412, -4.629, 2.029], [2.292, -3.927, 0.462], [-1.862, 2.348, -0.385], [-4.034, 3.951, -0.814], [-6.178, 2.211, -1.058], [-5.192, -0.255, -0.723], [-4.549, -2.083, -0.678], [-5.603, -3.349, 1.490], [-3.646, -3.275, 3.432], [-1.522, -2.031, 2.269], [-0.553, 0.645, 1.659], [-0.646, 0.224, 3.546], [-1.060, 1.272, 4.378], [-0.810, 1.175, 5.748], [-0.220, 0.007, 6.261], [0.116, -1.062, 5.420], [-0.099, -0.954, 4.045], [-1.527, 2.150, 3.924], [-1.077, 2.006, 6.405], [-0.037, -0.077, 7.335], [0.544, -1.992, 5.802], [0.180, -1.769, 3.369]]}

---

ΔE to the lowest compared entry with this formula, charge and spin / kcal per mole: 106.20, 81.64
E / eV: -11508.37745, -127310.76682